(1)
Molecular formula: C2H7N5S
Method: DFT, ωB97M-V/def2-TZVPD

Summary:
structure (SMILES): [H]/N=C(/NN)S/C=N\N
2S+1: 1
lowest unoccupied orbital energy: 0.62 eV
frontier orbital gap: 9.836 eV
molar mass: 133.18 g mol⁻¹
ΔE to the lowest compared entry with this formula, charge and spin: 87.61 kJ/mol

XYZ file:
```
15
Properties=species:S:1:pos:R:3:forces:R:3
H 0.818759 1.186320 -1.142120 0.03 -0.17 -0.32
N -0.162332 1.363962 -0.975301 -0.87 -0.82 0.77
C -0.760227 0.365056 -0.431287 1.78 0.15 -0.02
N -1.997554 0.458701 0.112548 0.09 1.73 -0.44
N -2.817200 -0.568827 0.444399 -0.55 -2.51 -0.90
S -0.039192 -1.321065 -0.097941 0.01 0.72 0.01
C 1.695285 -1.119730 -0.591987 -1.11 1.18 0.80
N 2.530686 -0.296682 -0.089500 0.16 -0.09 0.35
N 2.289499 0.516447 1.020586 -0.51 -0.93 -1.26
H -2.516374 1.304340 -0.058671 0.38 0.28 -0.24
H -2.582023 -0.919421 1.355172 0.09 -0.29 0.38
H -2.714460 -1.349010 -0.248910 -0.38 0.87 0.93
H 1.905465 -1.769511 -1.430701 0.70 0.20 0.09
H 2.998331 1.233130 1.060786 0.02 -0.09 -0.12
H 1.351340 0.916288 1.072929 0.15 -0.23 -0.03
```
Positions in Å, forces in eV/Å.

(2)
Molecular formula: C2H7N6O4S
Method: DFT, ωB97M-V/def2-TZVPD

Summary:
total charge: +1
structure (SMILES): NC1=N[N+](N=[S@](N)(=O)O)=N[C@H](O)O1
2S+1: 1
lowest unoccupied orbital energy: -4.70 eV
frontier orbital gap: 9.259 eV
molar mass: 211.18 g mol⁻¹
ΔE to the lowest compared entry with this formula, charge and spin: 59.25 kJ/mol

XYZ file:
```
20
Properties=species:S:1:pos:R:3:forces:R:3
N 2.124816 2.313101 -0.449982 0.65 0.57 3.32
C 1.352793 1.520892 0.286058 2.32 0.74 1.70
N 0.515170 0.748672 -0.275549 -2.10 -0.67 -3.10
N -0.219726 -0.051730 0.432358 -1.64 -2.78 1.28
N -1.283443 -0.987497 -0.272671 1.71 2.61 2.67
S -0.982812 -1.563566 -1.674538 2.70 -2.59 -0.48
N -0.988881 -3.224510 -1.538115 -1.27 0.10 3.87
O 0.119768 -1.212898 -2.471649 0.97 0.76 -0.29
O -2.209202 -1.268504 -2.512342 -3.18 0.05 0.46
N -0.239417 -0.135635 1.689752 0.37 -0.18 -1.25
C 0.495920 1.011073 2.357772 -0.46 -0.97 -0.57
O -0.434173 1.968660 2.349871 -0.55 1.50 -0.71
O 1.614958 1.434539 1.607031 0.02 0.45 -0.70
H 2.006214 2.320934 -1.392985 -0.60 -0.22 -3.16
H 2.774360 3.022155 -0.096700 -0.57 -0.74 0.33
H -0.403377 -3.866886 -2.074512 -0.10 0.88 -0.05
H -1.201006 -3.542667 -0.505958 0.69 0.76 -2.94
H -3.052132 -1.420576 -1.977331 1.12 0.30 -1.02
H 0.867583 0.760248 3.343278 0.01 -0.54 -0.06
H -0.857414 2.174196 3.176212 -0.08 -0.03 0.73
```
Positions in Å, forces in eV/Å.

(3)
Molecular formula: C2H7NO
Method: DFT, ωB97M-V/def2-TZVPD

Summary:
structure (SMILES): NC=O.C
2S+1: 1
lowest unoccupied orbital energy: 0.91 eV
frontier orbital gap: 11.084 eV
molar mass: 61.08 g mol⁻¹
ΔE to the lowest compared entry with this formula, charge and spin: 68.86 kJ/mol

XYZ file:
```
11
Properties=species:S:1:pos:R:3:forces:R:3
N -0.101243 3.053795 -0.757564 -0.60 1.46 -0.05
C -1.433479 2.719531 -0.698064 0.46 -0.58 -0.14
O -1.913925 1.670681 -0.370790 0.15 -0.67 0.02
H 0.048427 4.042990 -0.639353 0.19 0.01 -0.39
H 0.737262 2.512939 -0.733656 -0.24 -0.87 0.39
H -2.088628 3.513197 -1.061575 0.04 0.64 0.17
C 0.918086 -3.542158 0.916670 0.92 1.44 -1.77
H 0.875788 -4.565940 0.564522 -0.37 -0.69 1.57
H 1.943838 -3.280456 0.559297 -0.86 0.43 -0.26
H 0.114980 -3.065252 0.325032 0.72 0.25 0.04
H 0.898892 -3.059322 1.895480 -0.40 -1.42 0.42
```
Positions in Å, forces in eV/Å.

(4)
Molecular formula: C2H7NO
Method: DFT, ωB97M-V/def2-TZVPD

Summary:
structure (SMILES): CNCO
2S+1: 1
lowest unoccupied orbital energy: 1.06 eV
frontier orbital gap: 9.932 eV
molar mass: 61.08 g mol⁻¹
ΔE to the lowest compared entry with this formula, charge and spin: 135.50 kJ/mol

XYZ file:
```
11
Properties=species:S:1:pos:R:3:forces:R:3
C -0.394903 0.953520 1.026403 -3.17 0.14 -1.07
N 0.478996 0.049298 0.351883 1.77 -0.46 0.51
C 0.045721 -0.958209 -0.535149 -2.78 0.85 -1.46
O 0.344833 -0.725281 -1.958751 1.18 0.47 1.51
H -1.318769 0.421505 1.321116 0.46 -0.45 0.05
H -0.147717 1.415129 1.980442 1.04 0.03 -0.38
H -0.907026 1.667207 0.325212 0.97 0.26 0.54
H 1.446437 0.307032 0.230215 -0.08 0.15 0.37
H -1.054956 -0.860707 -0.573669 0.29 -0.55 0.50
H 0.300883 -1.983043 -0.317391 0.58 -0.27 0.37
H 1.206502 -0.286451 -1.850311 -0.26 -0.16 -0.92
```
Positions in Å, forces in eV/Å.

(5)
Molecular formula: C2H7NO
Method: DFT, ωB97M-V/def2-TZVPD

Summary:
structure (SMILES): CCNO
2S+1: 1
lowest unoccupied orbital energy: 1.14 eV
frontier orbital gap: 10.606 eV
molar mass: 61.08 g mol⁻¹
ΔE to the lowest compared entry with this formula, charge and spin: 191.80 kJ/mol

XYZ file:
```
11
Properties=species:S:1:pos:R:3:forces:R:3
C 0.382931 1.225507 -0.101189 -0.83 -0.91 -0.26
C -0.713482 0.100310 -0.114508 0.60 1.02 -1.04
N -0.323741 -1.124201 0.549266 0.63 0.71 1.52
O 0.763587 -1.742508 -0.156459 0.07 0.31 -0.11
H 0.018192 2.084557 -0.658286 0.02 0.15 -0.01
H 1.285212 0.856643 -0.584167 0.07 0.01 0.03
H 0.614955 1.538973 0.916080 0.00 -0.01 0.08
H -1.610751 0.455661 0.397134 -0.03 -0.07 -0.06
H -0.961088 -0.141505 -1.151575 -0.17 0.11 0.08
H 0.139082 -0.672634 1.378908 -0.24 -1.53 -0.49
H 0.405103 -2.580801 -0.475202 -0.12 0.21 0.25
```
Positions in Å, forces in eV/Å.

(6)
Molecular formula: C2H7NO2
Method: DFT, ωB97M-V/def2-TZVPD

Summary:
total charge: -1
⟨S²⟩: 0.750
2S+1: 2
lowest unoccupied orbital energy (spin up / spin down): 3.46 / 3.40 eV
frontier orbital gap (spin up / spin down): 2.386 / 9.877 eV
molar mass: 77.08 g mol⁻¹
ΔE to the lowest compared entry with this formula, charge and spin: 115.51 kJ/mol

XYZ file:
```
12
Properties=species:S:1:pos:R:3:forces:R:3
C -2.085230 -0.303995 0.374322 2.49 -0.56 0.17
N -0.905012 -0.142269 -0.364596 -3.13 -0.17 0.01
C 0.263367 0.163194 0.384601 1.97 -0.73 1.12
O -3.151350 0.179229 0.112956 -0.67 -0.27 -0.18
H -1.814477 -0.995647 1.209453 -0.83 0.44 0.25
H -1.231848 0.188844 -1.267510 1.34 0.78 0.01
H 1.211445 -0.047252 -0.107375 -0.12 0.24 -0.49
H 0.335013 -0.537983 1.238315 -0.40 0.00 -0.28
H 0.368559 1.130223 0.893998 -0.51 0.27 -0.65
H 4.583734 -0.190916 -1.318027 -0.20 -0.18 0.17
H 4.780317 0.793613 -0.210512 -0.16 -0.08 0.22
O 4.311803 -0.052516 -0.382292 0.22 0.26 -0.37
```
Positions in Å, forces in eV/Å.

(7)
Molecular formula: C2H7NO2
Method: DFT, ωB97M-V/def2-TZVPD

Summary:
2S+1: 1
lowest unoccupied orbital energy: -4.71 eV
frontier orbital gap: 3.703 eV
molar mass: 77.08 g mol⁻¹
ΔE to the lowest compared entry with this formula, charge and spin: 811.82 kJ/mol

XYZ file:
```
12
Properties=species:S:1:pos:R:3:forces:R:3
O 1.084627 -0.484778 1.015257 0.21 -0.38 -0.14
C 1.318980 -0.321769 -0.176700 -0.69 0.47 1.11
C 2.380750 0.475100 -0.670041 -0.24 0.13 -0.76
N -2.170976 0.461998 1.202344 0.12 -0.83 -0.06
H 0.585948 -0.728779 -0.916367 -0.22 -0.07 -0.34
H 3.343416 0.579065 -0.186861 -0.09 -0.15 0.21
H 2.258468 0.910532 -1.651710 0.11 -0.02 -0.14
H -2.775047 1.253449 1.324244 0.06 0.21 -0.01
H -2.291907 -0.049620 0.313889 -0.12 0.51 0.51
H -1.795425 -0.410453 -2.233268 -0.36 0.04 -0.02
H -1.188319 0.649217 1.348220 -0.24 0.31 -0.04
O -1.754411 -0.305391 -1.273784 1.46 -0.20 -0.31
```
Positions in Å, forces in eV/Å.

(8)
Molecular formula: C2H7NO2
Method: DFT, ωB97M-V/def2-TZVPD

Summary:
structure (SMILES): CNC=O.O
2S+1: 1
lowest unoccupied orbital energy: 0.53 eV
frontier orbital gap: 10.389 eV
molar mass: 77.08 g mol⁻¹
ΔE to the lowest compared entry with this formula, charge and spin: 116.34 kJ/mol

XYZ file:
```
12
Properties=species:S:1:pos:R:3:forces:R:3
C -1.122018 -0.629458 -0.154104 0.32 0.03 0.78
N -0.318730 0.089949 0.842292 0.46 -0.49 -0.91
C -0.904565 0.743578 1.884851 0.27 -0.32 -0.46
O -0.498690 1.750706 2.404130 0.18 0.06 0.38
H -1.564921 -1.490938 0.323163 -0.42 -0.30 -0.05
H -0.490482 -0.989079 -0.960309 0.13 0.08 0.02
H -1.876106 0.029352 -0.559052 -0.33 0.00 -0.25
H 0.619397 0.299600 0.525023 -0.33 0.65 0.45
H -1.794780 0.184744 2.218323 -0.30 0.29 0.03
O 2.658555 -0.354862 -2.299054 -0.10 -0.26 -0.02
H 2.730970 0.436731 -2.839355 -0.01 0.09 0.16
H 2.561368 -0.070320 -1.385909 0.12 0.18 -0.12
```
Positions in Å, forces in eV/Å.

(9)
Molecular formula: C2H7NO2
Method: DFT, ωB97M-V/def2-TZVPD

Summary:
structure (SMILES): NC=O.CO
2S+1: 1
lowest unoccupied orbital energy: 0.54 eV
frontier orbital gap: 10.456 eV
molar mass: 77.08 g mol⁻¹
ΔE to the lowest compared entry with this formula, charge and spin: 210.20 kJ/mol

XYZ file:
```
12
Properties=species:S:1:pos:R:3:forces:R:3
N -0.398186 -1.051359 -0.396221 1.46 0.18 0.40
C -1.319607 -1.892495 0.166528 -0.86 -2.45 1.63
O -1.161123 -2.800477 1.047627 -0.04 3.48 -3.41
H 0.627508 -1.097317 -0.213422 -1.47 -0.24 0.30
H -0.655346 -0.140597 -0.780924 -0.32 -0.87 0.08
H -2.347580 -1.752531 -0.352113 1.28 -0.05 1.02
C 0.633218 2.822547 -0.246476 0.82 -0.08 1.37
O 1.893228 1.981193 -0.282501 -2.69 -0.24 0.74
H -0.202447 2.678102 -0.993801 1.51 -0.22 0.11
H 1.079154 3.842767 -0.293773 -1.20 -0.43 0.14
H 0.063981 2.629409 0.773542 1.80 0.36 -1.87
H 2.483532 2.173641 -1.007272 -0.29 0.55 -0.50
```
Positions in Å, forces in eV/Å.